# 1
ORCA calculation (the ωB97M-V functional and the def2-TZVPD basis) on a 9-piece molecular cluster, C24H60F12N5O17S4 overall in a non-equilibrium geometry.

Cartesian coordinates (Å):
1 C -7.6972 -3.9064 -3.8563
2 C -9.1898 -4.1352 -3.7390
3 C -9.6562 -4.7322 -2.4413
4 O -10.9521 -5.2603 -2.6615
5 C -11.3345 -6.1971 -1.6637
6 N -9.8255 -2.7670 -3.9431
7 H -9.9119 -2.5765 -4.9618
8 H -10.7432 -2.7663 -3.4904
9 H -9.3627 -1.9710 -3.5004
10 H -7.1869 -4.8668 -3.7666
11 H -7.2677 -3.2702 -3.0779
12 H -7.3008 -3.5464 -4.8047
13 H -9.4825 -4.7031 -4.6181
14 H -9.6738 -4.0794 -1.5614
15 H -8.9838 -5.5736 -2.2245
16 H -11.0206 -7.1950 -1.9816
17 H -12.4235 -6.1872 -1.6388
18 H -10.9752 -5.9124 -0.6738
19 C -11.4633 -9.1410 -5.6981
20 C -10.6830 -9.8642 -4.6104
21 C -11.5370 -10.4139 -3.4745
22 O -12.6698 -11.0081 -4.0631
23 C -13.8390 -10.8658 -3.2865
24 N -9.8459 -10.9327 -5.2179
25 H -10.3413 -11.5637 -5.8643
26 H -9.0681 -10.5558 -5.7817
27 H -9.4025 -11.5270 -4.5185
28 H -12.1137 -8.3594 -5.3081
29 H -12.0436 -9.8326 -6.3054
30 H -10.7518 -8.6324 -6.3519
31 H -10.0162 -9.0970 -4.2070
32 H -11.7381 -9.5930 -2.7781
33 H -11.0532 -11.1863 -2.8590
34 H -14.1562 -9.8295 -3.1143
35 H -13.7186 -11.3049 -2.2905
36 H -14.6564 -11.3365 -3.8261
37 C -5.3467 -5.8959 -9.8403
38 C -4.6598 -6.8184 -10.8456
39 C -3.1725 -6.6258 -10.9662
40 O -2.4923 -6.9416 -9.7931
41 C -1.1103 -6.6553 -9.9127
42 N -4.9454 -8.2550 -10.3633
43 H -4.1048 -8.7935 -10.1634
44 H -5.5720 -8.2450 -9.5363
45 H -5.4240 -8.7409 -11.1225
46 H -6.4307 -5.9756 -9.9593
47 H -5.2027 -4.8595 -10.1535
48 H -5.0575 -6.0365 -8.8041
49 H -5.1563 -6.6103 -11.7905
50 H -3.0689 -5.5721 -11.2697
51 H -2.7782 -7.1300 -11.8644
52 H -0.9334 -5.5946 -10.1106
53 H -0.6209 -7.2305 -10.7055
54 H -0.6216 -6.8872 -8.9691
55 C -2.5050 -7.6227 -6.5833
56 C -2.5129 -7.7235 -5.0772
57 C -2.9008 -6.4484 -4.3598
58 O -2.9632 -6.7709 -2.9847
59 C -3.0618 -5.6347 -2.1514
60 N -3.3889 -8.8719 -4.6432
61 H -4.3946 -8.7350 -4.8390
62 H -3.1438 -9.7511 -5.0959
63 H -3.2074 -9.0042 -3.6451
64 H -3.5289 -7.3978 -6.8880
65 H -2.1796 -8.5347 -7.0868
66 H -1.8706 -6.7990 -6.9030
67 H -1.5191 -7.9969 -4.7121
68 H -3.9022 -6.1262 -4.6598
69 H -2.0913 -5.7423 -4.5629
70 H -2.1995 -4.9780 -2.2902
71 H -3.1533 -5.9099 -1.1035
72 H -3.9487 -5.0237 -2.3586
73 C -6.2445 -15.7236 -8.4707
74 C -5.2566 -14.6271 -8.8572
75 C -5.6503 -13.2110 -8.5145
76 O -5.6088 -13.0236 -7.1418
77 C -6.1265 -11.7716 -6.7056
78 N -3.8987 -15.0045 -8.2096
79 H -3.9501 -15.1844 -7.2082
80 H -3.3962 -15.6527 -8.8176
81 H -3.2812 -14.1979 -8.3653
82 H -7.1357 -15.7263 -9.0926
83 H -6.6002 -15.5072 -7.4606
84 H -5.7070 -16.6701 -8.4937
85 H -4.9475 -14.7452 -9.8973
86 H -6.6756 -13.1498 -8.9139
87 H -5.0886 -12.4938 -9.1332
88 H -7.0770 -11.4926 -7.1561
89 H -5.4119 -10.9992 -7.0255
90 H -6.1390 -11.7441 -5.6204
91 C -11.8314 -4.2765 -8.1528
92 F -11.8489 -4.4824 -9.4636
93 F -12.9350 -4.7841 -7.5964
94 F -10.7869 -4.9478 -7.6158
95 S -11.7187 -2.4474 -7.7945
96 O -10.6060 -1.9766 -8.5796
97 O -13.0116 -1.9368 -8.1672
98 O -11.5128 -2.4028 -6.3428
99 C -9.0603 -10.6804 -9.5091
100 F -9.4726 -9.5365 -8.9509
101 F -8.9726 -10.4858 -10.8192
102 F -7.8389 -10.9581 -8.9932
103 S -10.2436 -12.0825 -9.1362
104 O -11.4398 -11.7689 -9.8594
105 O -9.5294 -13.2481 -9.6076
106 O -10.3892 -12.0210 -7.6800
107 C -4.4277 -3.8012 -6.5985
108 F -5.1974 -3.4709 -7.6384
109 F -5.1689 -4.0804 -5.5151
110 F -3.7330 -4.8971 -6.9640
111 S -3.2550 -2.3972 -6.2022
112 O -2.2629 -2.4993 -7.2519
113 O -4.0584 -1.2010 -6.2593
114 O -2.8178 -2.7927 -4.8721
115 C -7.7527 -6.7828 -6.4678
116 F -7.9324 -6.5360 -5.1546
117 F -8.9567 -6.7486 -7.0207
118 F -6.9795 -5.8269 -6.9586
119 S -6.9748 -8.4272 -6.8086
120 O -7.9287 -9.4591 -6.4924
121 O -6.6674 -8.2776 -8.2165
122 O -5.7884 -8.4300 -5.9608

Cartesian forces (eV/Å) of the 2 atoms listed first:
C 1.1552 -0.7205 0.5512
C 1.0956 1.8919 -0.5378

Properties
calculated total energy: -5294.1151 a.u.
net charge: +1
HOMO: -0.3541 Eh

These are the Mulliken partial charges, in e, on atoms 1 to 2:
1. C -1.9602
2. C 0.9886

=====

# 2
ORCA calculation (the ωB97M-V functional and the def2-TZVPD basis) on a 4-piece molecular cluster, C24H60N4 overall in a non-equilibrium geometry.

Cartesian coordinates (Å):
1 C -3.2989 -3.3151 -0.3173
2 C -3.4867 -3.4281 1.1755
3 N -2.8234 -4.7256 1.5444
4 C -3.8537 -5.6354 1.9796
5 C -3.5630 -7.1066 1.5375
6 C -1.5276 -4.5519 2.3028
7 C -0.5073 -3.6114 1.7436
8 H -3.6147 -2.3661 -0.7505
9 H -3.8462 -4.0393 -0.9207
10 H -2.2361 -3.4201 -0.5352
11 H -2.9965 -2.6517 1.7628
12 H -4.5387 -3.3837 1.4576
13 H -3.8641 -5.5743 3.0679
14 H -4.8198 -5.4086 1.5287
15 H -3.1575 -7.0386 0.5281
16 H -2.8699 -7.5829 2.2309
17 H -4.4676 -7.7095 1.4576
18 H -1.0629 -5.5276 2.4448
19 H -1.7714 -4.1880 3.3009
20 H -0.6924 -2.5799 2.0434
21 H -0.5195 -3.7322 0.6604
22 H 0.5027 -3.8729 2.0593
23 C -0.1363 3.4985 -0.2349
24 C -0.1294 2.0874 0.4012
25 N -1.4096 1.4179 0.3517
26 C -1.3505 0.0009 0.5573
27 C -0.5490 -0.6114 -0.5655
28 C -2.2781 2.1342 1.2547
29 C -3.6481 1.4858 1.6292
30 H -0.7680 4.2135 0.2921
31 H -0.5110 3.3556 -1.2484
32 H 0.8891 3.8607 -0.1605
33 H 0.7386 1.5968 -0.0393
34 H 0.1966 2.1337 1.4403
35 H -1.0460 -0.2510 1.5731
36 H -2.3367 -0.4506 0.4499
37 H 0.5050 -0.7466 -0.3229
38 H -0.8362 -1.6539 -0.7021
39 H -0.6725 -0.0247 -1.4759
40 H -2.4197 3.1755 0.9654
41 H -1.8636 2.2308 2.2582
42 H -4.2836 1.4812 0.7436
43 H -4.1636 2.1582 2.3149
44 H -3.4463 0.5150 2.0819
45 C 0.9793 -0.4644 3.9977
46 C 1.9351 -1.0789 2.9599
47 N 3.1563 -0.2300 2.6828
48 C 3.9545 -0.9632 1.6949
49 C 4.7999 -2.0180 2.4883
50 C 2.8526 1.1550 2.2678
51 C 4.1348 2.0629 2.0141
52 H 0.5378 0.4916 3.7163
53 H 1.5293 -0.2231 4.9073
54 H 0.0516 -0.9989 4.2023
55 H 2.2311 -2.0805 3.2720
56 H 1.4610 -1.3484 2.0161
57 H 3.3191 -1.3544 0.9004
58 H 4.6060 -0.2358 1.2106
59 H 4.1982 -2.6520 3.1396
60 H 5.4932 -2.6701 1.9571
61 H 5.3728 -1.3015 3.0769
62 H 2.1756 1.6030 2.9951
63 H 2.3144 1.1662 1.3199
64 H 4.7866 2.0649 2.8877
65 H 3.6675 3.0248 1.8030
66 H 4.6775 1.8218 1.1001
67 C 3.2617 3.3841 -3.8840
68 C 1.9369 2.6057 -4.0742
69 N 0.8177 3.4211 -4.5460
70 C 0.6628 4.8614 -4.0177
71 C 0.0828 5.6954 -5.1976
72 C -0.4240 2.5179 -4.4916
73 C -0.2290 1.1724 -5.1906
74 H 3.9658 2.6297 -3.5327
75 H 3.3296 4.1713 -3.1332
76 H 3.7354 3.7213 -4.8059
77 H 2.1921 1.8035 -4.7667
78 H 1.6652 2.0243 -3.1931
79 H 1.6611 5.1703 -3.7077
80 H 0.1062 5.0091 -3.0923
81 H -1.0009 5.6350 -5.2974
82 H 0.6687 5.5218 -6.1002
83 H 0.2567 6.7623 -5.0570
84 H -0.5690 2.3359 -3.4267
85 H -1.1673 3.1872 -4.9248
86 H -1.1838 0.7040 -5.4295
87 H 0.3746 1.3378 -6.0830
88 H 0.1564 0.4005 -4.5245

Cartesian forces (eV/Å) of the 2 atoms listed first:
C 0.1162 1.0403 -0.7716
C 1.2061 -0.9804 0.1166

Properties
calculated total energy: -1169.0076 a.u.
net charge: +1
HOMO (alpha / beta): -0.3495 / -0.3495 Eh
multiplicity: 2

These are the Mulliken partial charges, in e, on atoms 1 to 2:
1. C -0.9803
2. C -0.7543

=====

# 3
ORCA calculation (the ωB97M-V functional and the def2-TZVPD basis) on a 4-piece molecular cluster, C24H60N4O8 overall in a non-equilibrium geometry.

Cartesian coordinates (Å):
1 C -2.6212 -17.3470 38.5419
2 O -3.3810 -18.4807 38.9124
3 C -3.5858 -18.8113 40.2735
4 C -3.6671 -20.3611 40.1505
5 N -5.0363 -20.8831 40.1408
6 C -5.6799 -20.6794 38.8287
7 C -4.8925 -21.0880 37.6141
8 O -4.0929 -22.3128 37.8061
9 C -4.8927 -23.4501 37.6882
10 H -2.4682 -17.2646 37.4659
11 H -1.6311 -17.3374 38.9978
12 H -3.1368 -16.4222 38.8008
13 H -4.5873 -18.4100 40.4284
14 H -2.8331 -18.3933 40.9420
15 H -3.3311 -20.7135 41.1257
16 H -3.0823 -20.9188 39.4189
17 H -4.7921 -21.8602 40.2168
18 H -5.9718 -19.6470 38.6359
19 H -6.6820 -21.0984 38.9204
20 H -4.1972 -20.2918 37.3480
21 H -5.4713 -21.0274 36.6925
22 H -5.5123 -23.5092 38.5830
23 H -4.2797 -24.3304 37.4948
24 H -5.4927 -23.4778 36.7786
25 C -6.1397 -29.0220 32.3622
26 O -7.2671 -28.2259 32.9604
27 C -8.1778 -27.5940 32.0290
28 C -9.6191 -27.5533 32.5862
29 N -9.9531 -26.6289 33.6820
30 C -10.1707 -25.2840 33.2686
31 C -10.2402 -24.2930 34.4795
32 O -11.5880 -24.2820 34.9242
33 C -12.5560 -23.5679 34.1964
34 H -5.2679 -29.1856 32.9957
35 H -5.7003 -28.5037 31.5099
36 H -6.4707 -29.9626 31.9219
37 H -8.3552 -28.2692 31.1919
38 H -7.8479 -26.6060 31.7079
39 H -9.8873 -28.5366 32.9725
40 H -10.3549 -27.3945 31.7979
41 H -9.0954 -26.5010 34.1999
42 H -11.1291 -25.2260 32.7528
43 H -9.4110 -24.9648 32.5550
44 H -9.7881 -23.3340 34.2267
45 H -9.6399 -24.6239 35.3269
46 H -13.2257 -23.1042 34.9207
47 H -13.2219 -24.0304 33.4679
48 H -12.2350 -22.6354 33.7321
49 C -4.3923 -19.4377 46.6169
50 O -2.9714 -19.3241 46.7620
51 C -2.6181 -19.4635 48.0938
52 C -1.1088 -19.2099 48.1014
53 N -0.4329 -20.1938 47.2859
54 C -0.1102 -21.3792 48.1044
55 C 0.3461 -22.5318 47.1001
56 O 0.5723 -23.8091 47.6451
57 C 1.3693 -24.6565 46.9036
58 H -4.7869 -20.3813 46.9936
59 H -4.6906 -19.4267 45.5685
60 H -4.9984 -18.7632 47.2217
61 H -2.9448 -20.3862 48.5734
62 H -3.1079 -18.6400 48.6133
63 H -0.8251 -19.3405 49.1457
64 H -1.0263 -18.1999 47.6999
65 H -1.0451 -20.4231 46.5160
66 H -1.0327 -21.6853 48.5978
67 H 0.5506 -21.2551 48.9624
68 H 1.1036 -22.2294 46.3769
69 H -0.5693 -22.6734 46.5255
70 H 1.6979 -25.4293 47.5984
71 H 2.3903 -24.3076 46.7491
72 H 0.7495 -25.0737 46.1099
73 C 2.1937 -12.9343 32.2488
74 O 1.4065 -11.9195 31.6192
75 C 0.6323 -12.5000 30.5495
76 C -0.6413 -11.7407 30.2106
77 N -1.7953 -12.1530 30.9624
78 C -1.7507 -12.0665 32.4093
79 C -3.1133 -12.1704 33.0935
80 O -3.9468 -11.1603 32.5809
81 C -5.1071 -10.9875 33.2634
82 H 2.9326 -13.5771 31.7703
83 H 1.5651 -13.4876 32.9465
84 H 2.7105 -12.3832 33.0345
85 H 0.4937 -13.5744 30.4280
86 H 1.3985 -12.3750 29.7844
87 H -0.5787 -11.7979 29.1239
88 H -0.2923 -10.7600 30.5339
89 H -2.6537 -11.7188 30.6547
90 H -1.1665 -11.1940 32.7018
91 H -1.1365 -12.9229 32.6878
92 H -2.8295 -12.1018 34.1436
93 H -3.5837 -13.1273 32.8673
94 H -6.0164 -11.1670 32.6898
95 H -5.1859 -9.9869 33.6886
96 H -5.3125 -11.7496 34.0151

Cartesian forces (eV/Å) of the 2 atoms listed first:
C -0.2869 0.3638 0.5288
O 1.1427 0.9683 -1.9753

Properties
calculated total energy: -1770.9690 a.u.
net charge: 0
HOMO: -0.3111 Eh
SMILES: COCCNCCOC.COCCNCCOC.COCCNCCOC.COCCNCCOC

These are the Mulliken partial charges, in e, on atoms 1 to 2:
1. C -0.8537
2. O -0.1808

=====

# 4
ORCA calculation (the ωB97M-V functional and the def2-TZVPD basis) on a 4-piece molecular cluster, C24H60N4O8 overall in a non-equilibrium geometry.

Cartesian coordinates (Å):
1 C -1.1384 -7.0944 1.4942
2 O -0.4490 -5.9588 1.7771
3 C 0.1691 -5.3010 0.7026
4 C 1.2131 -6.0885 -0.1517
5 N 2.1838 -6.6955 0.6646
6 C 2.7374 -7.9421 0.0870
7 C 4.1268 -8.4645 0.4009
8 O 4.1558 -8.8356 1.7800
9 C 3.9692 -10.2345 1.9364
10 H -1.6574 -7.4566 2.3815
11 H -0.4824 -7.8887 1.1379
12 H -1.8751 -7.0357 0.6930
13 H 0.5553 -4.4131 1.2031
14 H -0.6303 -5.0859 -0.0064
15 H 1.5861 -5.6495 -1.0771
16 H 0.7100 -7.0132 -0.4342
17 H 1.8867 -6.8513 1.6173
18 H 2.6398 -7.7470 -0.9809
19 H 2.0043 -8.7374 0.2223
20 H 4.7248 -7.5552 0.3416
21 H 4.4486 -9.2699 -0.2594
22 H 4.1131 -10.3634 3.0091
23 H 4.7487 -10.8231 1.4526
24 H 2.9755 -10.6057 1.6853
25 C -4.1558 6.2429 -2.5084
26 O -4.2820 5.0164 -3.2952
27 C -3.0862 4.6791 -4.0303
28 C -3.3061 3.2750 -4.6013
29 N -2.7935 2.2853 -3.5962
30 C -3.5290 2.3435 -2.2625
31 C -3.4378 1.1987 -1.2895
32 O -2.1397 1.1906 -0.6638
33 C -2.4585 1.6045 0.6248
34 H -4.5106 7.0273 -3.1769
35 H -3.2322 6.3429 -1.9382
36 H -4.9816 6.2218 -1.7973
37 H -2.1729 4.5846 -3.4428
38 H -2.9202 5.3806 -4.8479
39 H -2.8094 3.1805 -5.5670
40 H -4.3211 3.0453 -4.9255
41 H -1.8268 2.5515 -3.4753
42 H -4.5130 2.7090 -2.5561
43 H -2.9487 3.1332 -1.7852
44 H -3.4083 0.2514 -1.8279
45 H -4.3782 1.3279 -0.7537
46 H -1.5594 1.5273 1.2360
47 H -3.2274 0.9400 1.0189
48 H -2.7576 2.6515 0.5753
49 C -0.2304 -0.7121 5.1429
50 O 0.0007 0.2349 4.1266
51 C 1.2366 0.2865 3.4705
52 C 1.3841 1.6948 2.7109
53 N 1.4012 2.8590 3.6604
54 C 1.0736 4.1253 2.9529
55 C 1.1901 5.2840 3.8949
56 O 0.9619 6.4903 3.1999
57 C 1.8953 7.0622 2.2232
58 H -0.9578 -0.3885 5.8874
59 H 0.6857 -0.7512 5.7321
60 H -0.4841 -1.6889 4.7310
61 H 1.3622 -0.6418 2.9134
62 H 2.0908 0.1227 4.1275
63 H 0.6449 1.8610 1.9274
64 H 2.3944 1.7509 2.3056
65 H 0.8660 2.7630 4.5116
66 H 0.0792 4.2987 2.5414
67 H 1.6460 4.0665 2.0273
68 H 2.1783 5.1160 4.3230
69 H 0.4991 5.2642 4.7377
70 H 1.4223 7.8939 1.7011
71 H 2.3394 6.3437 1.5343
72 H 2.8531 7.3675 2.6444
73 C -0.2514 5.2846 -0.8351
74 O 0.4920 4.5161 -1.8244
75 C 0.4906 3.0851 -1.6206
76 C 0.9696 2.5923 -2.9469
77 N 1.3098 1.1445 -2.7761
78 C 0.2902 0.1992 -3.2128
79 C 0.8520 -1.2314 -3.1319
80 O 1.2129 -1.5321 -1.7737
81 C 0.0852 -1.6346 -0.8377
82 H 0.1051 6.3146 -0.8287
83 H -0.0479 4.9589 0.1850
84 H -1.3200 5.3206 -1.0472
85 H -0.4929 2.6296 -1.5050
86 H 1.1009 2.9198 -0.7328
87 H 1.7513 3.2030 -3.3987
88 H 0.1582 2.7270 -3.6621
89 H 1.8485 0.9006 -1.9573
90 H 0.1252 0.3958 -4.2721
91 H -0.6248 0.2948 -2.6282
92 H 1.7106 -1.1379 -3.7969
93 H 0.2524 -2.0553 -3.5190
94 H 0.2457 -2.6605 -0.5061
95 H -0.9108 -1.5024 -1.2603
96 H 0.1552 -1.0354 0.0702

Cartesian forces (eV/Å) of the 2 atoms listed first:
C -0.9972 -2.1038 -0.6154
O 1.6093 0.7591 0.6544

Properties
calculated total energy: -1770.6969 a.u.
net charge: +1
HOMO (alpha / beta): -0.3588 / -0.3588 Eh
multiplicity: 2

These are the Mulliken partial charges, in e, on atoms 1 to 2:
1. C -0.6769
2. O -0.3987